[1]
Here is Cl4F6Mg6 as an isolated structure in a non-equilibrium geometry from the Open Molecules 2025 dataset. Energies are from wB97M-V/def2-TZVPD.

Its energy is -3640.511866 hartree. The value obtained for the molar mass is 401.6 g mol⁻¹. For the maximum force, the calculation gives 0.10460 Eh/bohr. The charge is +2. The spin multiplicity is 1.

The geometry in XYZ format:
```
16
Properties=species:S:1:pos:R:3:forces:R:3
Mg 0.7352 3.9987 -0.8468 0.632 -3.190 0.319
Mg -1.4516 -4.6390 2.6165 0.560 1.691 -0.175
Mg -0.4082 -0.3530 2.1376 0.410 5.095 -1.674
Mg 2.9230 1.7237 1.3255 -0.899 -2.551 -2.246
Mg -0.4363 0.4058 -1.5395 2.154 0.381 1.769
Mg -3.0466 -2.1832 -3.4563 1.799 -2.676 1.598
F 1.1821 0.6675 1.8386 1.055 0.442 0.194
F -0.8150 -0.4032 0.1555 -0.327 0.067 0.875
F -0.1835 2.3543 -1.2473 -0.255 1.496 -0.016
F 3.8504 0.4670 0.2556 -0.443 1.494 1.609
F -1.9922 -3.5514 -2.4004 -2.024 1.455 -1.409
F 2.1694 2.9986 -0.0162 -0.592 1.365 0.463
Cl 1.6580 -0.1707 -2.1002 -0.295 0.121 -0.187
Cl -1.8912 -0.4335 -2.9500 -1.204 0.677 -1.326
Cl -0.8167 -2.3609 2.6916 -1.029 -4.476 1.020
Cl -1.4771 1.4792 3.5355 0.457 -1.393 -0.815
```
Positions in Å, forces in eV/Å.

***

[2]
Here is one molecule with the formula C4H8O2 from the Open Molecules 2025 dataset. Energies are from wB97M-V/def2-TZVPD.

The energy above the lowest of the compared OMol25 structures with the same formula, charge and spin comes out at 186.3 kJ/mol. The SMILES is C[C@H]1OC[C@H]1O. Its energy is -307.641483 hartree. The value obtained for the molar mass is 88.1 g mol⁻¹. For the maximum force, the calculation gives 0.00847 Eh/bohr. The spin multiplicity is 1.

The geometry in XYZ format:
```
14
Properties=species:S:1:pos:R:3:forces:R:3
C -1.4391 0.1385 -0.7457 -0.110 0.013 0.025
C -0.1112 0.7964 -0.4310 -0.111 -0.129 -0.338
O 0.0653 1.3258 0.9015 -0.207 0.050 0.050
C 0.8640 0.2029 1.2883 0.149 -0.227 0.167
C 0.9856 -0.2690 -0.1636 0.300 0.315 0.002
O 0.7348 -1.6182 -0.4397 -0.132 -0.132 0.127
H -1.7986 -0.4704 0.0922 0.037 0.131 -0.086
H -2.2235 0.8433 -1.0286 0.117 0.008 0.131
H -1.2512 -0.5372 -1.5878 -0.191 0.095 0.057
H 0.1047 1.5900 -1.1562 0.124 -0.268 -0.010
H 0.2777 -0.4946 1.9066 0.133 -0.021 -0.047
H 1.7797 0.4680 1.8250 -0.137 0.107 -0.058
H 1.9330 -0.0316 -0.6525 -0.073 0.020 0.184
H 0.0787 -1.9439 0.1913 0.100 0.037 -0.204
```
Positions in Å, forces in eV/Å.

***

[3]
Here is one molecule with the formula C6H12O in a non-equilibrium geometry from the Open Molecules 2025 dataset. Energies are from wB97M-V/def2-TZVPD.

The energy above the lowest of the compared OMol25 structures with the same formula, charge and spin comes out at 92.4 kJ/mol. The SMILES is C[C@H]1CO[C@@H](C)C1. Its energy is -311.024076 hartree. The value obtained for the molar mass is 100.2 g mol⁻¹. For the maximum force, the calculation gives 0.04068 Eh/bohr. The spin multiplicity is 1.

The geometry in XYZ format:
```
19
Properties=species:S:1:pos:R:3:forces:R:3
C 1.6609 0.3257 0.8144 0.095 0.002 0.044
C 0.2678 -0.1794 1.2086 0.085 -0.112 0.236
C -0.7186 0.9727 1.1819 0.271 0.063 0.524
O -1.2617 0.9758 -0.1488 0.471 0.427 0.058
C -1.0445 -0.3007 -0.8118 0.088 0.062 0.025
C -0.3714 -0.0137 -2.1537 0.051 0.068 0.036
C -0.2565 -1.1857 0.1822 -0.021 0.047 0.075
H 1.9692 1.1467 1.4695 0.073 -0.152 -0.041
H 1.6923 0.7032 -0.2155 -0.107 -0.096 0.227
H 2.3913 -0.4840 0.8954 -0.003 0.100 -0.013
H 0.2992 -0.5187 2.2444 0.140 -0.532 -0.069
H -1.5671 0.9989 1.8676 -0.106 -0.892 0.182
H -0.0787 1.7871 1.6522 -0.885 0.340 -1.865
H -2.0102 -0.7912 -1.0311 0.111 0.454 0.270
H -1.0424 0.5894 -2.7748 0.109 -0.084 0.109
H -0.1238 -0.9268 -2.7112 -0.125 0.094 0.229
H 0.5462 0.5614 -2.0033 -0.079 -0.097 -0.048
H 0.5572 -1.7307 -0.3150 -0.174 0.149 0.107
H -0.9094 -1.9302 0.6488 0.005 0.159 -0.086
```
Positions in Å, forces in eV/Å.

***

[4]
Here is one molecule with the formula C22H30N4O7 from the Open Molecules 2025 dataset. Energies are from wB97M-V/def2-TZVPD.

The energy above the lowest of the compared OMol25 structures with the same formula, charge and spin comes out at 335.3 kJ/mol. The SMILES is CCOc1cc(/C=N/NC(=O)C(=O)NC[C@H]2CCCO2)ccc1OCC(=O)N1CCOCC1. Its energy is -1602.015942 hartree. The value obtained for the molar mass is 462.5 g mol⁻¹. For the maximum force, the calculation gives 0.01808 Eh/bohr. The spin multiplicity is 1.

The geometry in XYZ format:
```
63
Properties=species:S:1:pos:R:3:forces:R:3
C 4.7323 1.2987 -2.7096 -0.015 -0.169 0.394
C 4.8608 0.2222 -1.6364 0.042 -0.060 -0.478
O 4.7432 0.7385 -0.3250 -0.168 0.182 0.346
C 3.5167 1.0983 0.1434 0.080 0.072 0.180
C 2.3108 0.8803 -0.4877 0.090 0.005 0.094
C 1.1035 1.2523 0.1190 0.746 0.175 0.465
C -0.1584 1.0120 -0.5439 -0.898 -0.062 -0.232
N -0.1808 0.4846 -1.7081 0.597 0.146 0.390
N -1.3383 0.2334 -2.3593 -0.386 -0.253 -0.673
C -2.6276 0.3886 -2.0038 0.154 0.071 0.245
O -3.0770 0.8325 -0.9596 0.206 0.020 0.023
C -3.5518 -0.1016 -3.1273 -0.111 0.021 -0.122
O -3.1099 -0.5624 -4.1647 -0.003 -0.084 -0.091
N -4.8382 0.0647 -2.8068 -0.138 0.116 0.489
C -5.9442 -0.3803 -3.6105 -0.179 -0.498 -0.324
C -6.6023 -1.6564 -3.0416 0.438 0.276 0.141
C -7.3886 -1.3905 -1.7516 -0.006 -0.166 -0.218
C -8.7896 -1.0964 -2.2840 0.092 -0.093 -0.201
C -8.8573 -2.0312 -3.4905 -0.384 -0.086 0.112
O -7.5333 -2.1576 -3.9850 0.127 0.121 -0.111
C 1.1287 1.8509 1.3732 -0.202 -0.234 -0.508
C 2.3321 2.0790 2.0191 0.441 0.049 0.095
C 3.5267 1.7131 1.4209 -0.059 -0.034 -0.170
O 4.7652 1.8798 1.9647 -0.116 -0.034 -0.277
C 4.8677 2.3053 3.3043 -0.076 0.255 0.227
C 4.1747 1.4061 4.3372 0.170 0.154 -0.164
O 3.4743 1.9039 5.2009 -0.114 0.337 0.123
N 4.3968 0.0814 4.2643 -0.038 -0.291 0.090
C 5.2056 -0.6409 3.3058 0.070 -0.293 -0.380
C 4.3058 -1.6096 2.5258 0.297 0.214 -0.098
O 3.6200 -2.4821 3.3929 0.028 -0.192 0.009
C 2.8224 -1.7633 4.3069 0.027 0.163 0.309
C 3.6758 -0.8132 5.1514 -0.407 -0.150 0.024
H 5.4740 2.0754 -2.5414 0.067 0.070 -0.018
H 4.8966 0.8588 -3.6893 0.001 -0.031 -0.126
H 3.7455 1.7538 -2.6879 -0.070 0.054 -0.069
H 5.8652 -0.2097 -1.6622 -0.177 -0.019 -0.018
H 4.1335 -0.5823 -1.8009 0.091 0.024 0.056
H 2.2489 0.4098 -1.4541 0.105 -0.055 -0.130
H -1.0549 1.3006 0.0002 -0.074 -0.064 -0.136
H -1.2054 -0.1718 -3.2859 -0.119 0.156 0.374
H -5.0067 0.4415 -1.8809 0.144 -0.018 -0.140
H -5.5567 -0.6096 -4.6057 -0.114 0.088 0.071
H -6.6881 0.4168 -3.6895 0.020 -0.026 -0.049
H -5.8163 -2.4091 -2.9003 -0.074 0.113 0.017
H -6.9719 -0.5712 -1.1704 0.041 0.008 0.106
H -7.4025 -2.2876 -1.1321 0.033 0.029 0.057
H -9.5729 -1.3025 -1.5589 -0.045 0.048 0.022
H -8.8691 -0.0565 -2.6020 -0.047 0.028 0.009
H -9.4909 -1.6524 -4.2961 0.010 -0.051 0.080
H -9.2217 -3.0241 -3.1933 -0.012 0.106 -0.040
H 0.2059 2.1413 1.8514 -0.122 0.030 0.047
H 2.3252 2.5390 2.9937 0.048 0.054 0.133
H 4.4600 3.3156 3.4349 0.032 -0.210 0.026
H 5.9416 2.3352 3.5145 -0.135 0.015 -0.014
H 5.7052 0.0321 2.6140 0.002 -0.073 0.076
H 5.9545 -1.2200 3.8603 -0.022 0.036 -0.074
H 4.9052 -2.2386 1.8664 -0.010 0.084 -0.018
H 3.5859 -1.0338 1.9246 0.072 -0.041 0.028
H 2.3333 -2.5069 4.9375 -0.027 0.091 -0.006
H 2.0597 -1.1832 3.7647 0.038 -0.036 0.060
H 3.0541 -0.2111 5.8142 0.084 -0.112 -0.032
H 4.3969 -1.3898 5.7403 -0.050 0.023 0.002
```
Positions in Å, forces in eV/Å.